Record 1
Computed, not measured: C26H63N9O10V as an isolated structure in a non-equilibrium geometry, with the ωB97M-V functional and the def2-TZVPD basis.

Computed properties:
ΔE to the lowest compared entry with this formula, charge and spin   0.0 kcal/mol
Lowest unoccupied orbital energy (spin up / spin down)   -0.211 / -0.212 Ha
Kohn-Sham gap (spin up / spin down)   6.989 / 6.957 eV
E_tot   -3217.2152 hartree
Expectation value of S²   3.75
HOMO energy (spin up / spin down)   -12.723 / -12.723 eV

ORCA input file:
```
! wB97M-V def2-TZVPD RIJCOSX def2/J DEFGRID3
* xyz 2 4
V -2.075 26.931 21.768
N -3.967 28.666 19.003
H -4.579 28.140 18.396
H -3.042 28.266 19.068
H -4.412 28.510 19.896
H -4.017 29.628 18.701
C -6.200 25.855 21.836
C -4.735 26.321 21.848
O -4.358 27.406 21.365
O -3.904 25.533 22.318
H -6.619 26.228 20.901
H -6.629 26.364 22.699
H -6.379 24.781 21.884
C -4.213 25.425 26.625
O -3.694 24.934 27.608
N -5.137 26.400 26.746
C -5.716 27.148 25.638
C -5.639 26.811 28.062
H -3.988 25.204 25.571
H -5.501 26.671 24.682
H -5.234 28.126 25.610
H -6.802 27.207 25.575
H -5.577 27.897 28.133
H -6.675 26.474 28.027
H -5.024 26.396 28.861
C -9.154 28.576 24.109
O -10.198 28.272 24.634
N -9.086 29.107 22.843
C -10.261 29.388 21.974
C -7.790 29.482 22.307
H -8.148 28.485 24.548
H -11.179 28.985 22.403
H -10.161 28.849 21.032
H -10.370 30.420 21.641
H -7.684 29.133 21.280
H -7.808 30.572 22.288
H -6.925 29.213 22.914
C -2.451 30.429 21.585
O -2.179 29.196 21.688
N -3.073 31.151 22.530
C -3.411 32.551 22.174
C -3.909 30.597 23.612
H -2.164 31.051 20.723
H -3.859 33.027 23.046
H -4.234 32.635 21.463
H -2.551 33.125 21.831
H -3.720 30.995 24.609
H -4.949 30.766 23.333
H -3.804 29.512 23.613
C -6.197 26.191 17.178
O -5.253 26.879 17.581
N -6.255 24.894 17.570
C -7.335 24.065 17.059
C -5.302 24.339 18.589
H -7.100 26.479 16.617
H -7.879 24.617 16.292
H -7.990 23.698 17.849
H -6.851 23.177 16.651
H -4.871 23.386 18.282
H -4.463 25.003 18.798
H -5.755 24.022 19.528
C -0.057 24.190 21.463
O -0.790 25.131 21.663
N -0.501 23.062 20.913
C 0.277 21.861 20.823
C -1.975 22.849 20.776
H 1.035 24.211 21.604
H 0.126 21.237 21.704
H 1.320 22.056 20.571
H -0.098 21.233 20.015
H -2.067 21.788 20.547
H -2.530 23.202 21.646
H -2.266 23.405 19.885
C -5.033 21.970 22.210
O -4.768 21.364 21.162
N -5.962 21.650 23.117
C -6.537 22.602 24.011
C -6.706 20.367 23.084
H -4.736 22.990 22.497
H -6.650 22.275 25.045
H -7.531 22.855 23.644
H -5.997 23.549 24.034
H -6.464 19.754 22.216
H -6.506 19.820 24.005
H -7.767 20.614 23.043
C -11.978 24.070 21.319
O -12.354 23.226 20.490
N -10.773 24.689 21.400
C -9.716 24.398 20.478
C -10.410 25.768 22.369
H -12.653 24.396 22.126
H -9.938 23.465 19.961
H -8.761 24.382 21.003
H -9.743 25.179 19.717
H -9.427 25.564 22.793
H -10.417 26.801 22.021
H -11.047 25.737 23.253
C -1.372 26.854 25.003
O -1.919 26.941 23.913
N -0.765 27.854 25.609
C -0.205 27.625 26.948
C -0.528 29.152 25.069
H -1.417 25.990 25.684
H -0.257 26.606 27.330
H -0.805 28.298 27.560
H 0.836 27.944 26.897
H -0.992 29.893 25.721
H 0.517 29.462 25.075
H -0.978 29.317 24.090
*
```

---

Record 2
Computed, not measured: C26H64As3N6SbV as an isolated structure, with the ωB97M-V functional and the def2-TZVPD basis.

Computed properties:
ΔE to the lowest compared entry with this formula, charge and spin   37.6 kcal/mol
Lowest unoccupied orbital energy (spin up / spin down)   -0.168 / -0.169 Ha
Kohn-Sham gap (spin up / spin down)   8.060 / 8.031 eV
E_tot   -9248.6605 hartree
Expectation value of S²   3.76
HOMO energy (spin up / spin down)   -12.625 / -12.625 eV

ORCA input file:
```
! wB97M-V def2-TZVPD RIJCOSX def2/J DEFGRID3
* xyz 2 4
V 0.379 0.226 -0.530
N 1.644 0.705 -2.330
C 3.085 0.398 -2.067
C 3.327 0.047 -0.601
N 2.246 -0.814 -0.051
C 2.456 -1.005 1.430
C 0.441 -0.167 2.592
N -0.465 -0.213 1.385
C 2.249 -2.151 -0.707
C 0.877 -2.779 -0.593
N -0.105 -1.821 -1.164
H 1.521 1.706 -2.423
H 1.376 0.331 -3.232
H 3.389 -0.420 -2.710
H 3.721 1.241 -2.332
H 4.302 -0.440 -0.503
H 3.356 0.958 -0.004
H 2.038 -1.974 1.692
H 3.528 -1.053 1.620
H 0.291 -1.114 3.120
H 2.130 0.923 2.123
H -0.947 -1.110 1.355
H -1.189 0.483 1.563
H 2.478 -2.029 -1.765
H 3.027 -2.794 -0.285
H 0.864 -3.745 -1.094
H 0.606 -2.955 0.447
H -0.069 -1.867 -2.178
H -1.047 -2.106 -0.908
C -2.486 -0.339 -2.935
As -1.790 0.903 -1.600
C -3.412 1.106 -0.545
C -1.671 2.469 -2.769
C -1.355 3.861 -2.188
C -1.304 4.796 -3.408
C 0.049 3.940 -1.545
As 0.608 2.831 0.004
C 2.434 3.535 0.038
C -0.060 3.901 1.482
C -2.473 4.284 -1.193
As -3.116 6.173 -1.202
C -4.695 5.776 -0.119
C -2.042 6.913 0.261
H -1.733 -0.571 -3.687
H -3.336 0.122 -3.431
H -2.821 -1.262 -2.464
H -4.239 1.419 -1.179
H -3.279 1.828 0.257
H -3.640 0.131 -0.117
H -2.614 2.522 -3.316
H -0.906 2.193 -3.502
H -0.591 4.423 -4.151
H -0.999 5.804 -3.123
H -2.284 4.874 -3.884
H 0.214 4.962 -1.202
H 0.803 3.769 -2.322
H 2.391 4.621 0.006
H 3.019 3.184 -0.813
H 2.936 3.234 0.958
H -0.160 4.924 1.136
H 0.666 3.846 2.288
H -1.005 3.523 1.862
H -2.212 4.014 -0.170
H -3.387 3.738 -1.433
H -5.409 5.202 -0.710
H -5.172 6.712 0.171
H -4.436 5.218 0.783
H -0.998 7.021 -0.039
H -2.114 6.303 1.161
H -2.423 7.910 0.486
N 1.852 -0.033 2.291
C 0.004 1.046 3.390
N 0.325 1.044 4.641
C 1.029 -0.003 5.421
C 0.069 -0.608 6.444
C -0.829 0.470 7.091
C -0.187 1.850 6.954
C -0.059 2.221 5.478
H 1.870 0.480 5.917
H 1.444 -0.753 4.760
H 0.667 -1.123 7.198
H -0.548 -1.365 5.956
H -1.008 0.236 8.138
H -1.806 0.486 6.600
H 0.791 1.858 7.443
H -0.786 2.614 7.447
H 0.688 3.001 5.332
H -1.006 2.581 5.087
C -3.709 -2.985 3.092
Sb -2.812 -3.365 1.187
C -4.397 -4.554 0.396
C -1.588 -4.998 1.851
H -4.254 -3.882 3.393
H -4.399 -2.143 3.040
H -2.936 -2.770 3.834
H -4.656 -5.317 1.132
H -4.088 -5.036 -0.533
H -5.269 -3.928 0.199
H -2.194 -5.657 2.476
H -0.741 -4.634 2.438
H -1.212 -5.566 0.997
*
```